{
  "formula": "C23H26N2O7S",
  "method": "the ωB97M-V functional and the def2-TZVPD basis",
  "species": ["C", "H", "O", "C", "C", "C", "C", "C", "C", "H", "H", "H", "C", "C", "C", "O", "O", "C", "H", "H", "C", "O", "N", "C", "C", "C", "C", "C", "C", "C", "H", "H", "H", "H", "H", "S", "O", "O", "N", "C", "H", "C", "H", "O", "C", "H", "C", "H", "H", "H", "H", "H", "H", "H", "H", "H", "H", "H", "H"],
  "positions_angstrom": [[-3.253, -2.216, 2.499], [-2.682, -2.930, 3.100], [-3.413, -2.683, 1.174], [-2.312, -2.789, 0.388], [-1.023, -2.476, 0.792], [0.043, -2.573, -0.104], [-0.193, -3.043, -1.397], [-1.477, -3.373, -1.793], [-2.535, -3.239, -0.917], [-3.543, -3.481, -1.213], [-1.657, -3.732, -2.796], [0.629, -3.134, -2.091], [1.379, -2.135, 0.246], [1.723, -1.454, 1.347], [3.052, -0.889, 1.570], [3.387, -0.286, 2.561], [3.885, -1.052, 0.510], [5.140, -0.412, 0.621], [5.741, -0.761, -0.222], [5.636, -0.704, 1.555], [5.117, 1.116, 0.633], [6.088, 1.733, 1.005], [3.994, 1.774, 0.232], [2.782, 1.306, -0.309], [1.597, 1.590, 0.369], [0.391, 1.156, -0.138], [0.330, 0.444, -1.319], [1.502, 0.199, -2.010], [2.737, 0.626, -1.533], [3.972, 0.361, -2.335], [4.769, 1.052, -2.072], [3.756, 0.456, -3.397], [4.322, -0.655, -2.155], [1.464, -0.330, -2.951], [-0.624, 0.103, -1.686], [-1.101, 1.480, 0.796], [-0.948, 2.744, 1.461], [-1.402, 0.334, 1.608], [-2.233, 1.553, -0.440], [-2.418, 2.883, -0.990], [-2.778, 2.773, -2.018], [-3.426, 3.681, -0.157], [-2.986, 3.880, 0.830], [-4.642, 2.978, -0.017], [-4.442, 1.725, 0.600], [-4.014, 1.863, 1.605], [-3.489, 0.860, -0.226], [-3.926, 0.648, -1.207], [-3.267, -0.074, 0.286], [-5.426, 1.262, 0.678], [-3.676, 4.624, -0.647], [-1.449, 3.381, -0.991], [1.612, 2.140, 1.297], [3.993, 2.745, 0.522], [1.014, -1.207, 2.122], [2.146, -2.341, -0.490], [-0.838, -2.131, 1.793], [-4.262, -2.132, 2.900], [-2.762, -1.240, 2.521]],
  "forces_ev_per_a": [[0.0468, 0.1109, 0.2401], [-0.0084, 0.0214, -0.0104], [-0.0667, -0.0630, -0.3078], [0.1558, -0.0769, -0.1969], [-0.0931, -0.0579, 0.0255], [-0.6397, -0.3704, -0.3011], [0.2101, 0.1102, 0.2672], [-0.1549, -0.0067, 0.0064], [-0.0185, 0.0622, 0.1633], [-0.1249, -0.0394, -0.0313], [-0.0218, -0.0306, -0.0785], [0.1182, 0.0061, -0.0677], [0.5970, 0.3034, 0.4601], [-0.2514, -0.3307, -0.3279], [0.2747, 0.0399, 0.1980], [-0.0371, -0.0691, -0.1285], [-0.0817, -0.1990, -0.0740], [0.4733, 0.0056, 0.3680], [-0.0851, 0.0937, 0.0889], [-0.0556, 0.1190, -0.2387], [-0.0020, -0.2806, -0.0234], [0.2372, -0.1024, 0.1059], [-0.2225, 0.6600, 0.0834], [-0.5714, -0.1468, -0.2328], [0.2251, 0.0623, 0.0493], [-0.5399, 0.2247, 0.0447], [-0.0284, 0.0013, -0.0918], [0.0136, 0.0573, 0.1617], [-0.0978, 0.1760, 0.0705], [-0.0316, -0.0043, 0.0356], [0.0750, 0.0202, -0.0559], [0.0336, -0.0054, -0.0588], [0.0917, -0.0919, -0.0102], [-0.0172, -0.0686, -0.1186], [-0.0814, -0.0623, -0.1212], [0.1320, -0.0993, -0.5954], [0.1233, 0.0673, -0.1775], [-0.0765, -0.0922, -0.1087], [0.7665, -0.1658, 0.8406], [-0.1088, 0.5976, -0.0436], [0.0761, 0.0148, 0.0549], [0.2730, 0.1057, -0.1066], [-0.0954, 0.0445, -0.1171], [-0.1585, 0.0108, -0.1236], [0.0612, -0.2984, -0.0916], [-0.0908, -0.0209, -0.0216], [-0.4534, -0.1817, 0.4161], [0.0599, -0.0054, 0.0572], [-0.2084, -0.1062, -0.0755], [0.0885, -0.0394, 0.0662], [0.0995, -0.0267, 0.0363], [-0.0670, 0.1692, -0.1905], [0.1210, 0.0665, 0.1492], [0.1484, -0.1410, -0.0694], [-0.0797, 0.0465, 0.0635], [0.0723, 0.0319, -0.0446], [-0.0231, 0.0651, 0.1338], [0.0828, -0.0106, 0.0279], [-0.0643, -0.1006, 0.0273]],
  "nbo_charge": [-0.27, 0.18, -0.51, 0.38, -0.29, -0.08, -0.22, -0.20, -0.27, 0.22, 0.22, 0.21, -0.09, -0.33, 0.77, -0.59, -0.53, -0.18, 0.22, 0.24, 0.67, -0.59, -0.65, 0.21, -0.22, -0.35, -0.13, -0.22, -0.01, -0.65, 0.23, 0.23, 0.23, 0.22, 0.24, 2.32, -0.94, -0.96, -0.69, -0.26, 0.21, -0.09, 0.19, -0.52, -0.09, 0.17, -0.26, 0.21, 0.24, 0.20, 0.20, 0.23, 0.25, 0.42, 0.23, 0.22, 0.23, 0.20, 0.21],
  "e_homo_ha": -0.3177,
  "e_above_lowest_kj_mol": 139.5,
  "largest_force_ev_per_a": 1.15,
  "orbital_gap_ev": 8.46,
  "smiles": "COc1cccc(/C=C/C(=O)OCC(=O)Nc2cc(S(=O)(=O)N3CCOCC3)ccc2C)c1"
}



{
  "formula": "C6H13NO",
  "method": "the ωB97M-V functional and the def2-TZVPD basis",
  "species": ["C", "N", "C", "C", "C", "O", "C", "C", "H", "H", "H", "H", "H", "H", "H", "H", "H", "H", "H", "H", "H"],
  "positions_angstrom": [[-0.396, -1.970, -1.338], [-0.573, -0.556, -1.032], [-0.219, -0.022, 0.321], [0.361, 1.376, -0.008], [0.400, 2.365, 1.148], [1.122, 3.329, 1.016], [0.920, -0.789, 0.977], [-1.571, -2.812, -0.860], [-0.212, -2.039, -2.418], [0.546, -2.410, -0.948], [-0.088, -0.061, -1.766], [-1.172, 0.085, 0.834], [1.397, 1.279, -0.350], [-0.157, 1.909, -0.818], [-0.161, 2.156, 2.068], [1.175, -0.442, 1.978], [0.565, -1.825, 1.141], [1.790, -0.851, 0.347], [-1.514, -2.862, 0.234], [-1.540, -3.867, -1.140], [-2.507, -2.390, -1.225]],
  "forces_ev_per_a": [[0.5669, -0.6640, -0.1911], [0.1917, -0.3912, -0.0684], [1.0703, 1.1148, -2.4545], [-0.5925, 0.2288, 0.7615], [1.4501, 0.0945, -1.3447], [-0.6893, -0.0756, 0.8246], [-1.6604, -1.5295, 1.0382], [0.2785, -0.2131, 0.2601], [-0.5640, 0.0039, 0.0675], [-0.3216, 0.2442, 0.1790], [0.0670, 0.3152, 0.3078], [0.2622, -0.2663, 0.7283], [-0.1228, -0.0474, 0.0496], [-0.2565, -0.3031, 0.1545], [-0.2262, 0.1154, 0.1746], [0.1054, 0.3743, -0.0884], [0.3683, 0.2921, 0.0003], [0.3291, 0.2347, -0.2636], [-0.4898, 0.3524, -0.0383], [0.2612, 0.0927, -0.4093], [-0.0276, 0.0273, 0.3122]],
  "nbo_charge": [-0.22, -0.63, -0.06, -0.52, 0.44, -0.52, -0.64, -0.62, 0.19, 0.16, 0.36, 0.20, 0.23, 0.24, 0.12, 0.22, 0.21, 0.21, 0.20, 0.21, 0.22],
  "e_homo_ha": -0.3300,
  "e_above_lowest_kj_mol": 171.5,
  "largest_force_ev_per_a": 2.90,
  "orbital_gap_ev": 9.94,
  "smiles": "CCN[C@@H](C)CC=O"
}



{
  "formula": "C5H10N3OS",
  "method": "the ωB97M-V functional and the def2-TZVPD basis",
  "species": ["C", "C", "C", "C", "C", "N", "N", "N", "O", "S", "H", "H", "H", "H", "H", "H", "H", "H", "H", "H"],
  "positions_angstrom": [[-0.995, -0.852, 1.100], [0.462, 1.462, 0.038], [0.182, -1.840, 0.862], [-0.923, -0.582, -1.093], [-0.310, 1.401, -1.085], [-1.583, -0.369, 0.089], [1.782, 1.117, 0.025], [-1.742, -0.492, -2.139], [-0.085, 1.402, 1.277], [0.512, -1.469, -0.970], [-1.290, -0.718, 2.109], [1.058, -1.738, 1.382], [-0.171, -2.824, 0.933], [-1.274, 1.806, -1.226], [0.231, 1.432, -2.012], [2.343, 1.281, -0.806], [2.362, 1.002, 0.800], [-2.580, 0.007, -1.796], [-1.524, -0.337, -3.091], [-0.861, 1.955, 1.408]],
  "forces_ev_per_a": [[1.6174, -2.4870, 0.0495], [1.5567, -0.5203, 2.9626], [-2.3701, 2.2715, -3.0704], [-0.8423, -0.5805, 1.1411], [0.8251, 1.0342, -1.9852], [-0.7022, 0.0031, 0.0113], [-0.4746, 1.3080, -2.0695], [-2.8253, 0.7416, -0.5102], [1.2856, 1.3440, 0.4275], [1.1408, -1.8255, 0.6094], [-0.6180, 0.3408, 0.6728], [2.0762, 0.5912, 1.5128], [-0.5000, -1.5771, 0.1741], [-1.0298, 0.3652, 0.5870], [0.3196, -0.2885, -0.4179], [-0.5517, -0.2341, -0.0293], [0.3364, 0.0733, 1.9164], [0.2964, -0.6162, -0.8636], [0.6758, -0.0590, -0.8136], [-0.2158, 0.1154, -0.3048]],
  "nbo_charge": [0.15, 0.43, -0.52, 0.05, -0.20, -0.47, -0.70, -0.71, -0.67, 0.30, 0.21, 0.23, 0.25, 0.23, 0.22, 0.41, 0.42, 0.41, 0.41, 0.51],
  "s2": 2.015,
  "e_homo_ha": [-0.3472, -0.4798],
  "spin_multiplicity": 3,
  "e_above_lowest_kj_mol": 96.0,
  "largest_force_ev_per_a": 4.49,
  "orbital_gap_ev": [6.50, 6.13],
  "charge": 1
}